Record 1
This record from the OMol25 dataset describes a cluster of 2 separate species, C11H28N3O3 in total. The level of theory is ωB97M-V/def2-TZVPD.

Geometry as XYZ:
```
45
Properties=species:S:1:pos:R:3:lowdin_charge:R:1
N 0.268 2.033 -0.430 0.0711
C -1.084 2.452 -0.141 -0.4294
C -1.319 3.882 -0.616 -0.1194
C -2.683 4.384 -0.152 -0.0776
N -3.638 3.231 0.106 -0.1656
N -4.986 3.750 0.167 0.1248
C -3.490 2.115 -0.892 -0.0814
C -2.059 1.557 -0.910 -0.1132
H 0.939 2.596 0.080 0.0946
H 0.414 1.071 -0.136 0.0664
H -1.325 2.396 0.939 0.1466
H -1.257 3.888 -1.706 0.1317
H -0.548 4.560 -0.249 0.1304
H -3.186 5.009 -0.883 0.1331
H -2.639 4.927 0.791 0.1381
H -3.407 2.846 1.022 0.1813
H -5.383 3.520 1.074 0.1187
H -5.532 3.276 -0.547 0.1078
H -3.780 2.546 -1.850 0.1422
H -4.229 1.366 -0.611 0.1365
H -1.712 1.534 -1.943 0.1309
H -2.040 0.536 -0.530 0.1257
C 5.233 -2.334 2.056 -0.1044
O 4.025 -2.793 1.490 -0.1924
C 2.943 -2.734 2.394 -0.2151
C 1.633 -2.850 1.651 -0.1770
O 1.281 -1.670 0.934 -0.1390
C 1.848 -1.529 -0.359 -0.1876
C 1.127 -2.302 -1.440 -0.2193
O 1.485 -3.663 -1.395 -0.1882
C 0.632 -4.478 -2.166 -0.1036
H 5.541 -2.953 2.906 0.0905
H 5.996 -2.394 1.283 0.0897
H 5.143 -1.296 2.395 0.0878
H 2.965 -1.789 2.953 0.1267
H 3.006 -3.558 3.119 0.1317
H 0.842 -2.990 2.391 0.1273
H 1.650 -3.717 0.988 0.1248
H 2.911 -1.777 -0.366 0.1281
H 1.749 -0.466 -0.595 0.1042
H 1.394 -1.871 -2.417 0.1310
H 0.040 -2.192 -1.305 0.1228
H -0.406 -4.407 -1.818 0.0875
H 0.975 -5.504 -2.055 0.0914
H 0.665 -4.205 -3.227 0.0897
```

Summary:
2S+1 ... 1
Max |F| ... 0.175 eV/A
Total charge ... +1
Gap between HOMO and LUMO ... 8.1 eV
E_HOMO ... -11.28 eV

Record 2
This record from the OMol25 dataset describes a cluster of 3 separate species, C11H29B2N4O8S2 in total in a non-equilibrium geometry. The level of theory is ωB97M-V/def2-TZVPD.

Geometry as XYZ:
```
56
Properties=species:S:1:pos:R:3:lowdin_charge:R:1
C -0.135 2.246 0.179 -0.1136
C -1.422 3.178 -0.344 -0.2722
N -2.382 2.427 -1.237 0.0077
B -3.427 1.641 -0.454 -0.8994
C -3.587 0.185 -1.246 -0.1125
C -2.190 -0.665 -1.131 -0.1917
N -1.382 -0.754 -2.242 0.0118
O -3.157 1.515 0.989 -0.0150
C -3.897 0.410 1.614 -0.1707
N -4.625 -0.653 1.875 0.0703
B -4.907 2.411 -0.677 -0.3693
N -5.869 2.730 0.480 0.0651
O -5.415 2.803 -2.038 -0.0150
H 0.863 2.864 0.065 0.0501
H -0.131 1.229 -0.426 0.0726
H -0.330 1.932 1.314 0.0714
H -1.933 3.775 0.537 0.1065
H -0.914 4.013 -1.030 0.1074
H -2.812 3.041 -1.965 0.0993
H -3.708 0.478 -2.399 0.1205
H -4.558 -0.403 -0.967 0.0957
H -1.928 -1.135 -0.088 0.1052
H -0.549 -1.327 -1.970 0.0042
H -5.354 3.095 1.313 0.0551
H -6.330 1.840 0.837 0.0698
H -6.401 2.622 -1.988 0.0835
O 2.955 2.038 -1.080 -0.2793
S 4.402 1.992 -1.030 0.6235
O 5.217 3.151 -1.324 -0.2961
O 4.922 0.742 -1.933 -0.2691
C 4.549 0.692 -3.304 -0.2747
C 5.307 1.717 -4.128 -0.0832
C 4.896 1.363 0.554 -0.1234
H 3.466 0.819 -3.413 0.1222
H 4.793 -0.311 -3.672 0.1222
H 5.043 2.737 -3.833 0.0687
H 5.078 1.609 -5.193 0.0793
H 6.386 1.608 -3.982 0.0815
H 4.314 0.467 0.781 0.0765
H 4.697 2.138 1.297 0.0770
H 5.965 1.140 0.529 0.0705
O -1.178 -3.490 1.300 -0.2846
S -0.514 -3.279 2.570 0.6149
O 0.477 -2.241 2.754 -0.2906
O 0.105 -4.693 3.084 -0.2725
C 1.022 -5.380 2.243 -0.2804
C 2.377 -4.696 2.216 -0.0833
C -1.748 -3.087 3.830 -0.1190
H 0.612 -5.487 1.233 0.1170
H 1.143 -6.390 2.649 0.1200
H 2.311 -3.704 1.758 0.0691
H 3.099 -5.281 1.637 0.0777
H 2.761 -4.558 3.231 0.0827
H -2.491 -3.882 3.729 0.0759
H -2.221 -2.113 3.688 0.0700
H -1.265 -3.124 4.808 0.0710
```

Summary:
2S+1 ... 1
Max |F| ... 11.291 eV/A
Total charge ... -1
Gap between HOMO and LUMO ... 5.5 eV
E_HOMO ... -3.29 eV

Record 3
This record from the OMol25 dataset describes a cluster of 8 separate species, C11H29Cl4F6N3O7S in total in a non-equilibrium geometry. The level of theory is ωB97M-V/def2-TZVPD.

Geometry as XYZ:
```
61
Properties=species:S:1:pos:R:3:lowdin_charge:R:1
N 2.536 -2.305 -3.790 0.2460
H 1.725 -2.816 -3.384 0.0471
H 3.385 -2.823 -3.981 0.1309
H 2.794 -1.568 -3.066 0.0721
H 2.161 -1.852 -4.620 0.1312
N 0.506 -3.369 1.514 0.2230
H 1.028 -2.447 1.564 0.0628
H -0.252 -3.328 2.204 -0.0211
H 1.133 -4.122 1.778 0.1292
H 0.120 -3.469 0.537 0.0505
N 0.457 0.017 -0.770 0.2179
H -0.282 -0.640 -1.098 0.0574
H 0.224 1.012 -0.761 0.0806
H 1.312 -0.156 -1.361 0.0696
H 0.898 -0.263 0.136 0.0471
C -2.201 -4.144 -2.867 -0.6874
F -2.669 -3.480 -3.899 0.1711
F -3.168 -4.354 -1.976 0.1384
F -1.808 -5.351 -3.261 0.1446
S -0.789 -3.274 -2.038 0.6006
O -1.198 -1.902 -1.740 -0.3231
O -0.508 -4.034 -0.807 -0.3187
O 0.255 -3.349 -3.041 -0.3092
O 1.735 -0.934 1.449 -0.3783
C 3.056 -1.059 0.993 -0.3473
C 3.397 -1.459 -0.474 -0.3451
O 2.808 -0.783 -1.576 -0.3787
H 3.499 -1.871 1.598 0.0919
H 3.634 -0.168 1.271 0.0884
H 3.317 -2.550 -0.625 0.0810
H 4.476 -1.261 -0.565 0.0892
C -3.148 5.381 0.916 -0.0601
C -2.062 4.325 0.879 -0.2426
O -1.088 4.722 -0.123 0.0612
C -0.158 3.876 -0.439 -0.4894
O 0.012 2.735 -0.115 -0.0921
C 0.898 4.580 -1.350 -0.5101
F 2.123 4.580 -0.779 0.0954
F 1.012 3.895 -2.503 0.1535
F 0.604 5.861 -1.643 0.1540
H -2.910 6.442 0.979 0.0809
H -3.813 5.215 1.768 0.0824
H -3.785 5.263 0.036 0.0796
H -2.581 3.398 0.651 0.0869
H -1.496 4.270 1.807 0.0610
Cl -3.357 0.169 0.272 0.6004
C -2.396 -1.075 1.068 -0.7022
C -2.839 -1.298 2.503 -0.6112
Cl -1.929 -2.636 3.273 0.6354
H -1.339 -0.804 1.046 0.0408
H -2.485 -1.992 0.487 0.0564
H -3.895 -1.554 2.552 0.0720
H -2.684 -0.425 3.131 0.0341
Cl 1.410 3.513 1.608 0.7922
C 1.317 1.757 1.779 -0.5744
C 0.304 1.358 2.846 -0.5510
Cl -1.345 1.955 2.477 0.6652
H 2.308 1.373 2.002 0.0729
H 0.941 1.311 0.861 0.0238
H 0.607 1.635 3.853 0.0777
H 0.192 0.274 2.816 0.0462
```

Summary:
2S+1 ... 1
Max |F| ... 3.589 eV/A
Energy above the lowest of the compared OMol25 structures with the same formula, charge and spin ... 9.79 kcal per mole
Gap between HOMO and LUMO ... 7.8 eV
E_HOMO ... -7.51 eV